Entry 1:
Entry from OMol25: a structure of composition C35H26IO3PReS at a distorted geometry (the ωB97M-V functional and the def2-TZVPD basis).

Computed properties:
Total charge = +2
Spin multiplicity = 4
ΔE to the lowest compared entry with this formula, charge and spin = 1.0983 eV
LUMO energy (alpha / beta) = -8.2 / -8.0 eV

The geometry in XYZ format:
```
68
Properties=species:S:1:pos:R:3:forces:R:3
Re 0.559 -1.451 -0.693 -0.8315 -0.9615 0.1181
I 1.247 -2.250 -3.179 -0.6710 -0.5086 0.6248
C 0.179 -4.102 -2.784 0.1229 -0.0194 -0.1528
C 0.311 -5.157 -3.645 0.3211 0.5735 0.0923
C -0.403 -6.333 -3.382 -0.3080 -0.1353 0.2738
C -1.261 -6.399 -2.314 0.1561 0.0583 -0.2396
C -1.454 -5.288 -1.467 0.2564 0.3748 -0.1014
C -2.431 -5.290 -0.450 -0.1344 0.2515 0.2389
C -2.672 -4.172 0.310 -0.0073 -0.3682 -0.1622
C -1.871 -3.035 0.145 0.2649 0.4566 0.0070
C -0.852 -3.009 -0.783 0.6080 0.9810 -0.1827
C -0.680 -4.105 -1.670 0.0867 -0.0427 -0.0696
H 0.945 -5.097 -4.514 0.1328 -0.0312 -0.0989
H -0.284 -7.178 -4.040 0.0280 -0.0776 -0.0810
H -1.823 -7.299 -2.122 -0.0755 -0.0944 -0.0071
H -3.018 -6.183 -0.304 -0.0917 -0.1118 0.0255
H -3.465 -4.164 1.045 0.0261 -0.0265 0.0222
H -2.061 -2.174 0.778 0.0348 0.0301 0.0713
O -0.593 0.260 -1.224 0.8453 -2.2245 0.0600
P -0.863 1.674 -0.729 -0.1683 1.5206 0.4331
C -0.228 1.794 0.978 -0.2054 -0.0735 -0.7203
C -0.087 3.032 1.600 0.0490 -0.1121 -0.0560
C 0.420 3.100 2.886 -0.0653 0.1101 0.0181
C 0.766 1.945 3.571 -0.0843 -0.0586 -0.0598
C 0.598 0.706 2.972 -0.0195 -0.1154 0.0666
C 0.110 0.643 1.680 0.0097 -0.1773 -0.2981
C -2.635 2.010 -0.787 0.7181 -0.1039 -0.0505
C -3.536 0.978 -1.026 0.1193 -0.0272 -0.0206
C -4.891 1.262 -1.077 0.0050 -0.0641 0.0279
C -5.334 2.562 -0.886 0.0236 -0.0176 0.0084
C -4.431 3.593 -0.664 0.0569 -0.0053 0.0526
C -3.077 3.318 -0.612 0.0032 0.0123 0.0075
C 0.019 2.855 -1.778 -0.5384 -0.3774 0.5339
C 1.355 3.159 -1.538 0.0813 -0.0090 0.0672
C 2.033 3.989 -2.414 0.0521 -0.0939 0.0577
C 1.381 4.511 -3.521 -0.0293 -0.0053 0.0532
C 0.048 4.211 -3.753 -0.0549 -0.0302 -0.0683
C -0.638 3.378 -2.886 -0.0519 0.0244 -0.0537
H -0.355 3.939 1.077 0.0040 0.0786 -0.0454
H 0.531 4.065 3.355 0.0551 0.0722 0.0769
H 1.162 2.006 4.573 0.0234 -0.0030 0.1222
H 0.840 -0.197 3.512 0.0618 -0.0667 0.0018
H -0.029 -0.363 1.221 -0.1511 0.1788 0.2857
H -3.168 -0.025 -1.190 -0.0585 -0.0863 -0.0112
H -5.596 0.466 -1.271 -0.0550 -0.0029 0.0104
H -6.391 2.777 -0.911 -0.1240 0.0193 -0.0507
H -4.776 4.607 -0.537 -0.0572 0.0517 0.0248
H -2.362 4.113 -0.457 0.0041 0.1488 0.0218
H 1.851 2.758 -0.663 0.0845 0.0294 0.0424
H 3.069 4.231 -2.235 0.1084 0.0382 0.0326
H 1.913 5.160 -4.199 0.0445 0.0724 -0.0648
H -0.460 4.625 -4.610 -0.0426 0.0460 -0.0918
H -1.677 3.139 -3.063 -0.0473 0.0300 -0.0591
O 5.140 1.822 4.211 0.4526 0.7363 -0.0256
C 4.342 0.824 4.560 -0.4719 -0.7018 -0.0208
O 3.964 0.671 5.687 0.1349 0.2209 -0.0859
C 3.870 -0.110 3.476 -0.0113 0.0740 -0.2242
C 3.431 -1.375 3.873 0.1323 0.1508 -0.0536
C 2.899 -2.250 2.949 -0.1077 0.0781 -0.2035
C 2.749 -1.837 1.626 0.2124 0.4102 -0.0691
S 1.931 -2.916 0.502 -0.8002 0.4750 -0.6657
C 3.203 -0.582 1.216 -0.0246 -0.2708 -0.0248
C 3.774 0.275 2.139 0.0020 -0.0430 0.3295
H 5.444 1.812 3.293 -0.1132 -0.2507 0.2151
H 3.498 -1.653 4.914 0.0704 0.0314 0.0517
H 2.578 -3.236 3.248 -0.0769 -0.0812 0.0458
H 3.136 -0.291 0.170 0.0797 0.0003 -0.0013
H 4.102 1.253 1.812 0.0069 0.0430 -0.0006
```
Forces are in eV/Å.

=====

Entry 2:
Entry from OMol25: a structure of composition C35H27AsBrCaN4S2 at a distorted geometry (the ωB97M-V functional and the def2-TZVPD basis).

Computed properties:
Total charge = -1
ΔE to the lowest compared entry with this formula, charge and spin = 0.3515 eV
LUMO energy = 2.4 eV

The geometry in XYZ format:
```
71
Properties=species:S:1:pos:R:3:forces:R:3
Ca -0.581 -1.319 0.509 0.2355 0.4866 -0.6763
N -2.005 2.072 3.582 -0.2489 -0.0689 -0.1371
C -1.563 0.993 2.864 0.1701 0.1508 -0.1137
S -2.473 0.563 1.446 0.1648 0.0649 0.5394
N -0.468 0.457 3.385 -0.1552 -0.2839 -0.5339
N -0.022 -0.635 2.687 -0.0199 0.3644 0.9723
C 1.059 -1.156 3.116 0.2701 -0.4326 -0.1993
C 1.616 -2.367 2.459 -0.3967 0.4409 0.3149
C 2.893 -2.799 2.775 0.1169 -0.0793 0.0153
C 3.399 -3.905 2.117 0.1175 0.0212 0.0678
C 2.618 -4.548 1.174 -0.0490 -0.0563 -0.0490
C 1.344 -4.058 0.931 -0.1343 0.1396 0.1702
N 0.842 -3.002 1.568 0.4015 -0.1415 0.0368
H -2.618 2.708 3.104 0.0353 -0.0268 0.0346
H -1.360 2.443 4.259 0.0226 0.0258 0.0069
H 1.597 -0.709 3.949 0.0201 -0.0326 0.0361
H 3.480 -2.249 3.499 0.0074 -0.0278 -0.0130
H 4.402 -4.252 2.331 -0.0093 -0.0073 -0.0202
H 2.984 -5.406 0.627 -0.0083 0.0093 0.0051
H 0.688 -4.522 0.204 -0.0053 0.0066 -0.0275
Br -0.410 -2.344 -2.355 0.0991 0.1476 0.0445
C -2.168 -3.087 -2.409 -0.0093 -0.0305 0.1219
C -2.653 -3.383 -3.645 -0.2783 -0.1447 -0.0319
C -3.931 -3.986 -3.752 0.1550 0.0754 -0.0509
C -4.637 -4.280 -2.626 0.0151 0.0097 0.1370
C -4.125 -3.974 -1.335 -0.0954 -0.0504 0.0192
C -4.852 -4.305 -0.163 0.0014 -0.0013 -0.1528
C -4.340 -3.994 1.062 0.1219 0.0517 0.0236
C -3.101 -3.313 1.169 -0.1759 -0.0155 0.0893
C -2.327 -2.941 0.090 -0.3352 -0.3947 -0.4549
C -2.865 -3.328 -1.185 0.1463 0.0110 -0.0867
H -2.067 -3.170 -4.529 -0.0097 -0.0039 -0.0017
H -4.330 -4.219 -4.732 0.0133 0.0052 0.0149
H -5.610 -4.756 -2.698 0.0089 0.0004 0.0173
H -5.811 -4.803 -0.264 0.0098 0.0045 -0.0015
H -4.898 -4.252 1.956 0.0158 0.0110 0.0189
H -2.782 -3.048 2.177 0.0120 -0.0003 -0.0223
S 2.364 -0.842 -0.424 -0.0376 0.0808 0.0555
C 3.273 0.602 -0.005 0.0615 -0.0268 -0.0327
C 4.675 0.556 0.095 -0.0101 0.0029 -0.0116
C 5.421 1.689 0.376 -0.0670 -0.0506 -0.0161
C 4.799 2.920 0.563 -0.0139 -0.0387 -0.0208
C 3.417 2.994 0.472 0.0477 -0.0443 -0.0127
C 2.662 1.857 0.200 -0.0635 -0.0778 -0.0418
As 0.731 1.795 0.232 -0.2200 -0.0139 -0.3322
C 0.295 3.696 0.480 0.1198 -0.0260 0.1808
C 0.337 4.171 1.792 -0.0653 0.0964 -0.0348
C 0.019 5.491 2.083 0.0004 -0.0280 -0.0521
C -0.360 6.355 1.062 0.0184 -0.0466 -0.0006
C -0.411 5.890 -0.244 0.0179 -0.0683 0.0138
C -0.082 4.569 -0.535 0.0147 0.1042 0.0827
C 0.316 1.693 -1.686 -0.0318 -0.0791 0.0999
C 1.286 1.655 -2.683 -0.0306 0.0079 -0.0282
C 0.916 1.515 -4.014 -0.0545 -0.0078 0.0493
C -0.427 1.402 -4.361 0.0578 0.0117 0.0271
C -1.398 1.431 -3.371 0.0311 0.0201 0.0778
C -1.026 1.573 -2.037 0.0020 -0.0115 -0.1234
H 5.163 -0.399 -0.064 0.0105 0.0197 0.0118
H 6.501 1.612 0.443 0.0029 -0.0008 0.0019
H 5.380 3.810 0.774 0.0151 -0.0021 -0.0012
H 2.922 3.948 0.612 -0.0279 -0.0159 0.0124
H 0.615 3.498 2.596 0.0084 -0.0335 -0.0098
H 0.061 5.842 3.108 -0.0010 0.0113 -0.0060
H -0.616 7.384 1.285 -0.0009 -0.0013 0.0011
H -0.705 6.555 -1.047 -0.0004 0.0087 0.0096
H -0.120 4.224 -1.560 -0.0001 -0.0272 -0.0310
H 2.333 1.714 -2.412 0.0062 0.0062 -0.0115
H 1.679 1.477 -4.783 -0.0096 0.0006 0.0096
H -0.712 1.281 -5.399 0.0010 -0.0019 0.0018
H -2.445 1.330 -3.629 -0.0038 -0.0045 -0.0064
H -1.789 1.586 -1.265 -0.0071 0.0079 0.0248
```
Forces are in eV/Å.

=====

Entry 3:
Entry from OMol25: a structure of composition C35H27BiN9O2S at a distorted geometry (the ωB97M-V functional and the def2-TZVPD basis).

Computed properties:
Total charge = +1
ΔE to the lowest compared entry with this formula, charge and spin = 0.9993 eV
LUMO energy = -3.6 eV

The geometry in XYZ format:
```
75
Properties=species:S:1:pos:R:3:forces:R:3
Bi -0.343 -1.474 -1.462 0.7698 0.6805 0.2826
N -1.261 -5.992 -0.982 0.8439 -1.1091 0.2967
C -1.167 -4.689 -1.267 -0.2029 0.4016 0.0870
S 0.391 -3.917 -1.092 0.2854 -0.3009 0.1909
N -2.271 -4.106 -1.591 -0.9023 0.9848 -0.6911
N -2.234 -2.751 -1.886 -0.8589 -0.9721 0.7110
C -3.396 -2.192 -2.005 0.3011 0.0455 -0.0719
C -4.679 -2.913 -1.756 0.5558 -0.0447 0.0798
C -4.918 -3.318 -0.454 -2.4699 -0.4581 0.2844
C -6.237 -3.724 -0.059 1.9676 1.0441 -1.4029
C -7.230 -3.794 -1.005 0.6671 -0.2058 -0.6136
C -6.909 -3.593 -2.348 0.7560 0.2242 0.1813
C -5.650 -3.118 -2.724 -0.7083 0.1672 -1.1068
C -3.450 -0.701 -2.188 -1.9940 -0.5273 -0.3317
C -4.701 -0.072 -2.439 0.9442 1.7398 0.4988
C -4.726 1.325 -2.381 2.8586 -0.1413 -0.0467
C -3.514 2.086 -2.122 -2.7809 -1.4562 -0.1631
C -2.388 1.352 -2.013 -0.2024 -1.6049 0.0183
N -2.353 -0.011 -2.045 0.3382 1.0122 0.2018
H -0.423 -6.461 -0.651 -0.4873 0.0767 -0.1966
H -2.108 -6.549 -1.119 0.4546 0.7313 0.0215
H -4.167 -3.320 0.289 0.8388 0.2874 0.5705
H -6.457 -3.897 0.957 -0.0564 -0.3241 1.0074
H -8.206 -4.074 -0.694 -0.7471 -0.2039 -0.0148
H -7.601 -3.809 -3.128 -0.6321 0.0308 -0.3215
H -5.481 -2.887 -3.812 0.0068 -0.2434 1.3000
H -5.637 -0.559 -2.615 -0.0452 -0.5919 -0.0485
H -5.571 1.877 -2.654 -1.4588 0.5039 0.0118
H -3.551 3.152 -1.938 0.1280 -0.0672 -0.3363
H -1.469 1.807 -1.868 1.7754 0.7222 0.3055
C 5.102 5.263 1.230 1.2875 -1.7979 -1.7073
O 3.821 4.651 1.211 -0.6373 -0.0124 0.9704
C 3.573 3.711 2.179 0.0013 -0.2671 0.5443
C 2.237 3.329 2.469 -0.4848 2.1028 -0.8661
C 1.925 2.384 3.427 2.2685 0.4089 0.1857
C 3.004 1.782 4.075 -1.0750 -0.7152 0.3685
C 4.305 2.146 3.784 0.4625 -1.7509 2.1352
C 4.614 3.130 2.918 0.1496 0.6418 -2.5277
N 2.767 0.780 5.131 1.4153 0.7072 -0.6405
N 2.011 -0.172 4.983 -1.3177 -0.1954 -0.2613
C 1.193 -0.345 3.774 -0.1354 0.3919 -0.1593
C -0.201 -0.291 3.890 1.4163 -0.5648 0.5995
C -1.052 -0.589 2.842 0.9356 -0.0623 -2.2282
C -0.430 -0.824 1.591 -1.6014 -0.7190 -0.7191
O -1.154 -1.131 0.483 -0.6391 0.1474 -0.0555
C 0.953 -0.850 1.405 1.0043 1.1987 2.0652
N 1.464 -0.986 0.162 -1.2559 -0.4973 -0.0200
C 2.734 -1.082 0.009 1.6692 -0.0487 -0.5552
C 3.650 -1.050 1.082 0.7396 0.1634 -0.2274
C 3.205 -0.756 2.325 -0.9752 -0.5078 0.2662
C 1.807 -0.601 2.527 -0.6965 -0.5201 -0.1045
H 5.097 6.063 0.540 -0.5652 1.0894 -0.5645
H 5.839 4.565 0.731 -0.4981 0.4103 0.9029
H 5.505 5.618 2.160 -0.3192 -0.1257 0.7900
H 1.463 4.007 2.035 0.5148 -0.9515 0.1843
H 0.985 2.144 3.830 -1.3641 0.1255 -0.2370
H 5.106 1.600 4.304 -0.3444 0.3314 -0.1813
H 5.636 3.269 2.561 -0.2485 0.1644 0.5820
H -0.591 -0.098 4.867 -0.2453 0.1118 0.4396
H -2.140 -0.617 2.899 0.3801 0.0691 0.1247
H 3.099 -1.163 -1.017 0.0121 -0.1402 0.1821
H 4.710 -1.223 0.925 -0.2125 0.0559 -0.2269
H 3.835 -0.791 3.190 0.4444 0.2612 0.1585
N 5.373 1.911 -0.117 -1.3965 0.3531 -0.8197
C 4.446 2.060 -0.804 2.3239 -0.4079 1.3920
C 3.405 2.092 -1.754 -1.2747 -0.1900 0.1700
C 3.665 2.379 -3.093 -1.0285 0.1329 0.3568
C 2.560 2.296 -3.937 0.4414 -0.2058 -1.0295
C 1.325 1.872 -3.449 0.4324 0.2149 -1.0584
N 1.085 1.635 -2.178 -0.1766 -0.3525 0.7901
C 2.102 1.751 -1.329 0.0623 0.2863 0.6348
H 4.663 2.697 -3.368 -0.1424 -0.1366 -0.3229
H 2.643 2.460 -5.024 0.0856 0.0499 0.7152
H 0.518 1.707 -4.170 0.0875 0.1521 0.3447
H 1.850 1.588 -0.249 0.5555 0.1983 -1.0939
```
Forces are in eV/Å.